A molecular structure, C21H31Cl5P2Ti at a distorted geometry, computed with the ωB97M-V functional and the def2-TZVPD basis.

```
60
Properties=species:S:1:pos:R:3:forces:R:3
P 0.139854 -1.783707 -2.993595 -0.02 -0.36 -2.02
P 0.267294 1.346236 -2.859453 0.07 0.67 -2.16
C -0.163862 -0.844223 -4.583485 0.27 -0.11 0.25
C 0.495639 0.527883 -4.536283 -0.28 -0.01 0.27
H -1.255230 -0.800310 -4.735774 0.38 0.19 0.01
H 0.274538 -1.437399 -5.404511 -0.39 0.10 0.24
H 1.579793 0.493192 -4.736010 -0.40 -0.19 0.04
H 0.034018 1.185462 -5.292507 0.38 -0.10 0.26
C -1.393647 2.080375 -3.287544 0.17 -0.07 0.40
H -1.656200 2.831308 -2.527916 -0.16 -0.19 -0.28
H -2.160290 1.288651 -3.323009 0.17 0.36 0.04
H -1.316354 2.563594 -4.276101 -0.14 -0.16 0.45
C 1.321751 2.755441 -3.352896 0.05 0.41 0.47
H 0.945983 3.186365 -4.288734 0.17 0.00 0.22
H 2.341973 2.382862 -3.510060 -0.17 0.25 0.12
H 1.309192 3.513060 -2.560365 0.22 0.04 -0.30
C -0.882434 -3.196779 -3.516673 0.03 -0.42 0.31
H -0.776914 -4.001090 -2.778441 -0.26 -0.04 -0.31
H -0.540805 -3.538306 -4.501883 -0.23 -0.08 0.23
H -1.926427 -2.862620 -3.581775 0.19 -0.27 0.05
C 1.814503 -2.416395 -3.504710 -0.18 0.04 0.37
H 2.546038 -1.590988 -3.516559 -0.19 -0.39 0.05
H 1.725575 -2.845993 -4.517628 0.15 0.14 0.46
H 2.129797 -3.194753 -2.795743 0.16 0.19 -0.28
Ti -0.255863 -0.498102 2.564885 -0.78 1.65 6.95
C 0.801621 1.038813 1.340403 -1.44 1.81 -2.03
C -0.579750 1.154184 1.083513 2.81 1.22 -1.34
C -1.331136 0.516336 -0.049088 -1.01 -0.46 -0.68
C -1.867024 -0.939258 0.147993 -0.80 0.78 0.57
C -0.980645 -1.816831 0.984056 2.11 -2.13 -2.07
C 0.418920 -1.884936 0.893128 -1.76 -1.84 -1.79
C 1.288785 -1.073583 -0.026195 0.49 0.20 -0.66
C 1.783547 0.308314 0.471492 0.90 -0.98 0.34
C 0.865139 -1.661368 3.834295 0.23 -0.29 0.14
H 1.253418 1.806585 1.962612 -0.28 -0.18 0.50
H -1.070022 1.981921 1.586762 -0.17 -0.27 0.52
H -0.776744 0.526064 -1.002513 0.47 0.09 0.68
H -2.205192 1.151749 -0.251230 0.15 -0.16 0.25
H -2.874238 -0.887490 0.589281 0.33 -0.09 0.16
H -2.053307 -1.437848 -0.824335 0.50 0.26 0.36
H -1.479402 -2.641619 1.511751 0.24 0.20 0.20
H 0.887716 -2.778101 1.345909 -0.34 0.70 -0.02
H 0.785586 -0.912237 -1.002572 -0.23 -0.20 0.66
H 2.162059 -1.705365 -0.279582 -0.30 0.35 0.34
H 2.744599 0.149067 0.991683 -0.48 0.26 0.19
H 2.064331 0.942175 -0.395409 -0.48 -0.21 0.39
H 1.642774 -1.099684 4.360847 -0.06 0.14 -0.24
H 1.299462 -2.554820 3.378453 -0.08 0.15 -0.05
H 0.122926 -1.982104 4.594210 -0.06 0.26 -0.37
Cl -2.472796 -0.224549 3.732630 0.08 0.05 -0.20
C -1.481857 0.867311 4.753917 0.93 0.81 0.99
C -0.176097 0.988712 4.330967 0.01 -1.28 -1.30
C 0.747962 1.680807 5.121621 -0.88 -0.09 0.25
Cl 2.402773 1.741242 4.644228 -0.09 0.00 -0.06
C 0.320340 2.292809 6.322139 -0.37 -0.26 -0.44
Cl 1.426861 3.173626 7.271230 -0.10 -0.07 -0.01
C -1.044954 2.204924 6.711103 -0.09 -0.09 -0.78
Cl -1.620002 3.089188 8.057814 0.16 -0.32 -0.20
C -1.969876 1.468941 5.921281 0.22 0.01 -0.22
Cl -3.633680 1.373260 6.304359 0.16 -0.05 0.07
```
Positions in Å, forces in eV/Å.

Summary:
Largest force on an atom: 7.19 eV/A
Frontier orbital gap: 3.802 eV
Net charge: +2
E_LUMO: -0.349 Ha
Energy: -126563.878 eV